Formula: C58H79N5O7PS2Sb2Ti
Source: OMol25
Level of theory: ωB97M-V with the def2-TZVPD basis set

```
155
Properties=species:S:1:pos:R:3:forces:R:3:mulliken_charge:R:1
Ti -0.005099 0.557546 -0.789691 -0.741 0.387 -0.266 -2.44
C -2.749450 1.107107 -1.749111 0.194 -0.267 0.069 -0.53
C -3.872988 0.506496 -0.892363 0.107 -0.090 0.114 -0.64
C -3.369425 -0.151795 0.384288 0.139 -0.050 -0.174 -0.73
Sb -1.895983 -1.724731 0.022013 -1.448 -0.545 0.765 0.23
C -3.445025 -2.993107 -0.865268 0.452 0.073 -0.132 0.72
C -3.114775 -3.707277 -2.015455 0.053 -0.032 0.101 -0.26
C -4.054241 -4.491190 -2.671244 -0.016 -0.055 -0.050 -0.49
C -5.354918 -4.547221 -2.197390 0.017 -0.013 -0.027 -0.74
C -5.696924 -3.849811 -1.046288 -0.059 -0.010 0.045 -0.66
C -4.745009 -3.093182 -0.378819 0.007 0.039 0.080 -0.65
C -2.199346 -2.594046 1.974619 0.328 0.076 -0.193 0.72
C -2.592830 -1.840865 3.074285 -0.010 0.125 -0.086 -0.15
C -2.802129 -2.447909 4.305541 0.016 -0.009 0.101 -0.65
C -2.598960 -3.812101 4.453952 0.038 0.007 -0.001 -0.62
C -2.171970 -4.566470 3.369159 -0.019 -0.038 0.027 -0.64
C -1.974988 -3.958519 2.138272 -0.027 0.041 -0.073 -0.71
Sb -1.914042 -0.335715 -3.179612 -1.223 0.455 -1.502 0.41
C -3.844571 -0.707937 -4.131051 0.206 -0.159 0.197 0.93
C -4.958156 0.120796 -4.037401 0.017 0.091 0.000 -0.53
C -6.150980 -0.215252 -4.661700 -0.018 0.028 -0.007 -0.60
C -6.242568 -1.379975 -5.411034 0.010 -0.023 -0.010 -0.59
C -5.130746 -2.197164 -5.544136 -0.061 -0.032 -0.066 -0.53
C -3.947094 -1.861843 -4.902820 0.126 0.037 0.055 -0.57
C -1.528565 1.136652 -4.735317 0.136 -0.240 0.266 0.67
C -1.367570 2.485772 -4.462644 -0.017 0.034 -0.086 0.22
C -0.961598 3.370441 -5.451965 -0.015 0.086 -0.036 -0.69
C -0.732723 2.913686 -6.740930 0.027 0.045 0.001 -0.72
C -0.931810 1.572597 -7.036403 -0.021 -0.086 -0.055 -0.63
C -1.322293 0.691259 -6.038390 -0.005 -0.041 0.095 -0.76
H -1.939108 1.483679 -1.096413 -0.684 0.345 -0.147 -0.29
H -3.117714 1.946626 -2.338831 0.153 0.034 -0.021 0.94
H -4.442885 -0.220464 -1.475350 -0.071 0.050 0.001 0.16
H -4.571119 1.305686 -0.618700 -0.014 0.001 -0.058 0.36
H -4.200314 -0.581700 0.944618 0.046 -0.044 0.004 0.85
H -2.861090 0.583161 1.005326 -0.031 -0.035 0.096 -0.17
H -2.099238 -3.647758 -2.399425 -0.078 0.009 -0.092 0.39
H -3.776234 -5.049274 -3.557930 -0.005 0.027 -0.019 0.40
H -6.100851 -5.131646 -2.721261 0.005 -0.014 0.015 0.36
H -6.710440 -3.901707 -0.666744 0.012 -0.001 0.013 0.45
H -5.015430 -2.585167 0.541001 -0.050 0.013 -0.039 0.26
H -2.742173 -0.771572 2.967714 -0.012 -0.015 0.050 0.14
H -3.121601 -1.856495 5.155896 0.000 0.017 -0.025 0.39
H -2.767685 -4.285918 5.412868 0.012 0.004 -0.001 0.37
H -1.999791 -5.629662 3.483987 -0.006 0.001 -0.017 0.44
H -1.660674 -4.552945 1.285925 0.003 -0.057 0.050 0.35
H -4.902561 1.050210 -3.481767 -0.038 -0.029 0.042 0.21
H -7.014008 0.431999 -4.562517 0.018 0.015 -0.008 0.41
H -7.175942 -1.646957 -5.890354 0.006 0.008 -0.008 0.38
H -5.190842 -3.102062 -6.137224 0.011 0.006 0.009 0.41
H -3.079025 -2.507024 -5.003680 -0.078 -0.098 0.016 0.36
H -1.561121 2.862578 -3.469681 0.065 0.060 0.116 0.08
H -0.816500 4.418680 -5.213359 -0.039 -0.013 -0.019 0.44
H -0.404816 3.598199 -7.513137 -0.022 0.002 0.000 0.39
H -0.774598 1.210663 -8.045308 -0.006 0.002 0.006 0.42
H -1.480042 -0.356883 -6.273765 0.067 0.011 -0.070 0.31
C -0.342049 -6.860476 -3.640655 0.012 0.022 0.015 -1.26
C 0.838879 -5.961545 -3.401584 0.014 -0.020 0.004 0.52
C 2.053307 -6.186136 -4.046197 -0.011 0.054 0.027 -0.76
C 3.152289 -5.381459 -3.789893 0.022 0.026 -0.011 -0.78
C 3.032326 -4.341840 -2.881171 0.259 0.055 0.071 0.03
C 1.832096 -4.092374 -2.230121 -0.013 0.042 0.100 0.68
C 0.742787 -4.903093 -2.499904 0.026 0.043 -0.027 -0.80
S 4.451595 -3.322845 -2.569767 0.069 0.106 -0.168 1.19
O 5.624615 -4.008901 -3.025592 -0.108 -0.030 -0.161 -0.74
O 4.381671 -2.853309 -1.219106 -0.275 0.167 -0.046 -0.55
N 4.295403 -2.019554 -3.597436 0.044 -0.168 0.285 -0.39
C 3.055680 -1.235257 -3.610441 -0.166 -0.039 0.106 -0.70
C 2.917881 -0.290361 -2.397137 0.094 -0.203 -0.202 -0.41
C 1.458411 -0.028974 -2.173943 1.061 -0.457 -1.304 0.69
O 0.805546 0.940370 -2.723158 0.448 -0.407 -0.223 -1.00
O 0.747369 -0.958964 -1.619249 1.010 -1.130 -0.668 1.34
H -0.089775 -7.663753 -4.330836 -0.026 -0.014 -0.003 0.37
H -1.186353 -6.305594 -4.053141 0.001 0.020 0.000 0.18
H -0.672689 -7.303364 -2.700036 -0.032 -0.027 -0.025 0.35
H 2.145178 -7.003391 -4.750799 -0.015 -0.030 0.022 0.35
H 4.110224 -5.559038 -4.261004 -0.036 -0.047 -0.033 0.47
H 1.752400 -3.285655 -1.510870 -0.029 -0.042 -0.060 0.03
H -0.195514 -4.714126 -1.990615 0.026 -0.032 0.018 0.57
H 4.598785 -2.321245 -4.515726 0.009 0.087 0.014 0.36
H 2.177381 -1.890768 -3.655936 0.023 0.019 0.000 0.26
H 3.059875 -0.644060 -4.525111 0.024 -0.053 -0.048 0.46
H 3.480942 0.620480 -2.574958 -0.013 0.061 0.012 0.45
H 3.322733 -0.784722 -1.520243 -0.001 -0.022 0.147 0.18
C 2.073771 -1.641151 1.165398 -0.126 0.142 0.110 -0.09
O 0.832023 -1.038470 1.489802 0.016 -0.073 0.217 1.92
C 0.701841 0.300056 1.026999 1.189 0.180 0.319 -0.81
O -0.612561 0.603213 0.917456 -0.975 0.049 2.338 0.13
H 2.167896 -2.540088 1.776168 0.038 0.010 -0.030 0.47
H 2.901844 -0.960403 1.377963 0.030 -0.036 0.000 0.20
H 2.105707 -1.919463 0.114974 0.038 -0.021 -0.105 -1.10
N 1.582953 1.229277 1.640301 -0.450 0.015 0.895 0.63
P 1.446534 1.652808 3.153400 0.212 0.046 0.144 -0.57
N -0.007884 2.343154 3.617985 0.028 -0.378 -0.236 1.09
C -0.508828 2.468931 4.978496 0.149 0.215 0.105 -0.80
C -0.774195 3.929899 5.348706 -0.141 -0.086 -0.079 -0.66
C -1.703941 4.588737 4.329732 0.186 0.039 -0.051 -1.04
C -1.132531 4.410128 2.923062 -0.110 -0.122 0.139 -0.78
C -0.915410 2.925517 2.636011 0.076 0.303 0.002 0.03
N 2.688349 2.764702 3.372335 -0.100 -0.063 -0.232 0.68
C 2.879496 3.394144 4.668991 0.116 0.019 0.037 -0.59
C 4.371087 3.713492 4.871319 -0.011 -0.041 -0.072 -0.91
C 5.055318 3.986763 3.523771 -0.081 0.060 0.053 -0.77
C 4.060247 4.655225 2.580984 0.020 -0.087 0.116 -0.93
C 2.921714 3.681156 2.253968 0.072 -0.015 0.067 0.23
N 1.759470 0.594433 4.430678 -0.019 -0.017 -0.606 0.67
C 3.119143 0.017313 4.389060 0.021 0.064 0.334 -0.04
C 3.312967 -0.879942 5.601881 -0.094 -0.049 -0.116 -1.21
C 2.428459 -2.127136 5.471194 -0.022 0.033 0.013 -0.84
C 1.137534 -1.813202 4.699750 0.082 0.172 0.020 0.36
C 0.711744 -0.356909 4.860580 -0.020 -0.112 0.063 -0.73
H 0.208741 2.034187 5.671899 -0.070 -0.023 -0.008 0.33
H -1.454583 1.913187 5.059365 0.048 -0.073 0.043 0.52
H 0.174770 4.471134 5.376625 0.004 -0.001 0.037 0.14
H -1.211598 3.967549 6.349641 0.031 0.025 0.013 0.43
H -1.836087 5.647389 4.563788 -0.060 -0.018 0.019 0.47
H -2.688703 4.111806 4.375241 -0.027 0.036 0.018 0.34
H -0.170870 4.930564 2.854313 -0.003 0.024 -0.060 0.12
H -1.804561 4.836267 2.172690 0.015 0.002 0.003 0.42
H -0.511015 2.771925 1.642554 -0.003 -0.037 -0.057 -0.41
H -1.884405 2.408853 2.695965 0.042 -0.043 -0.093 0.37
H 2.526126 2.709664 5.439424 -0.022 0.090 0.043 0.35
H 2.290217 4.319709 4.745104 -0.038 -0.050 -0.011 0.28
H 4.868081 2.880942 5.372894 0.001 0.018 0.035 0.30
H 4.462462 4.587407 5.520997 0.009 -0.018 0.030 0.43
H 5.389312 3.045409 3.082021 0.029 0.013 -0.016 0.29
H 5.933613 4.616831 3.671504 0.039 -0.046 -0.033 0.45
H 4.543383 4.973942 1.655406 -0.013 0.036 -0.008 0.44
H 3.665925 5.553088 3.066875 0.008 0.027 -0.044 0.45
H 3.168535 3.065438 1.390577 -0.016 0.060 -0.047 0.03
H 2.006787 4.245895 2.014606 -0.010 -0.053 -0.011 -0.53
H 3.830339 0.841692 4.391143 0.042 -0.057 -0.022 0.31
H 3.287386 -0.562925 3.475448 -0.012 0.033 -0.039 -0.10
H 3.043344 -0.313838 6.497781 0.050 0.015 0.013 0.30
H 4.362435 -1.164152 5.691660 0.011 0.046 0.033 0.47
H 2.194868 -2.518990 6.463944 0.015 -0.026 -0.017 0.36
H 2.978204 -2.906702 4.939079 -0.004 -0.035 0.050 0.29
H 0.327676 -2.453359 5.045096 -0.124 -0.042 -0.038 0.55
H 1.259753 -2.002638 3.635734 -0.007 -0.036 -0.009 -0.78
H 0.471442 -0.166057 5.914639 -0.036 0.006 -0.035 0.32
H -0.196001 -0.189253 4.277704 -0.007 0.026 0.019 0.41
O 0.253797 2.559691 -0.695248 -0.069 0.586 0.027 -1.07
S 0.799161 3.283697 -1.920290 0.441 1.622 0.118 0.93
C 2.618233 3.217468 -1.765651 -0.161 -0.096 -0.196 -0.27
C 3.131094 4.647314 -1.736613 -0.115 0.067 0.061 -0.86
C 2.150333 5.434753 -0.875073 0.067 -0.007 -0.050 0.40
C 0.764726 5.048637 -1.373650 -0.057 -0.259 -0.051 -1.22
H 2.989882 2.654890 -2.615970 0.021 -0.109 0.028 0.22
H 2.786209 2.667292 -0.835383 -0.002 -0.013 0.001 0.07
H 3.129728 5.051921 -2.752515 0.096 0.019 0.012 0.33
H 4.151173 4.692645 -1.354121 0.008 -0.025 -0.032 0.43
H 2.315097 6.509896 -0.956128 -0.032 -0.002 0.043 0.52
H 2.262978 5.151236 0.170971 -0.007 0.007 -0.029 -0.60
H 0.470904 5.624263 -2.253153 0.007 0.013 0.012 0.38
H -0.010048 5.128612 -0.612216 -0.086 -0.063 -0.085 0.55
```
Positions in Å, forces in eV/Å.

## Properties
Lowest unoccupied orbital energy (alpha / beta) (eV): 0.20 / 0.20
Orbital gap (alpha / beta) (eV): 6.54 / 6.84
2S+1: 2